(1)
The following is a quantum chemistry calculation of a structure of composition C41H82B2N4O8 at a distorted geometry, from the OMol25 dataset.

Lowest unoccupied orbital energy (spin up / spin down) (eV): 0.4 / 0.4
F_max (Eh/bohr): 0.142
Molecular weight (g/mol): 780.75
HOMO level (spin up / spin down) (eV): -7.69 / -9.13
Spin multiplicity: 3
Total charge: 0

Each line ends with the Löwdin charge.
Atoms and positions in Å:
1 O 5.434 -0.140 -3.624  0.139
2 O 2.764 -0.711 -0.884  0.092
3 O 1.610 2.493 -5.619  0.157
4 O -4.914 -2.526 3.045  -0.019
5 O -0.244 0.063 2.891  -0.208
6 O 0.310 0.789 -8.547  0.095
7 O 2.118 2.097 -8.521  -0.030
8 O 2.530 -1.900 -2.909  0.166
9 N 0.143 -0.304 4.053  -0.032
10 N 2.238 0.570 -4.456  0.118
11 N 6.168 1.529 -1.941  -0.083
12 N -5.056 -3.710 2.578  -0.099
13 C 3.538 2.007 -8.675  -0.179
14 C -2.000 -0.782 5.183  -0.123
15 C 1.807 4.050 -2.823  -0.167
16 C -7.052 -3.966 0.495  -0.170
17 C 4.753 2.771 -5.057  -0.105
18 C 2.545 0.687 -3.012  -0.158
19 C 3.752 1.675 -2.910  -0.070
20 C -1.563 2.485 0.575  -0.213
21 C 1.951 4.577 -1.379  -0.199
22 C -6.306 -5.861 2.937  -0.028
23 C 3.148 4.015 -3.579  -0.112
24 C 5.821 1.442 -0.508  -0.052
25 C -3.336 -2.978 1.004  -0.023
26 C -7.445 -3.821 1.964  -0.132
27 C 1.451 0.964 -8.236  -0.365
28 C 1.363 -2.017 2.783  -0.022
29 C 2.357 1.952 -4.856  -0.398
30 C -4.205 -5.267 0.801  -0.032
31 C 7.528 1.047 -2.193  -0.084
32 C 0.824 0.628 -0.166  -0.040
33 C -5.694 -3.321 0.224  -0.121
34 C -1.852 0.270 1.887  -0.276
35 C -0.513 4.386 -0.796  -0.201
36 C 2.328 0.407 -0.091  -0.194
37 C 4.327 1.808 -7.392  -0.171
38 C -0.794 0.162 5.132  -0.449
39 C -4.590 -3.826 1.156  -0.470
40 C 0.715 5.307 -0.852  -0.210
41 C -1.610 1.784 1.943  -0.211
42 C -1.261 1.569 4.777  -0.025
43 C -0.664 -2.625 4.122  -0.122
44 C -0.614 3.681 0.562  -0.218
45 C -6.377 -4.321 2.943  -0.483
46 C -6.728 -3.883 4.361  -0.045
47 C 1.525 -2.046 5.232  -0.030
48 C 0.582 -1.740 4.062  -0.472
49 C 3.520 2.628 -4.128  -0.303
50 C 4.448 3.075 -6.534  -0.174
51 C -1.627 -2.259 5.248  -0.155
52 C -2.969 -0.141 0.926  -0.047
53 C -0.086 0.236 6.498  -0.025
54 B 5.164 0.970 -2.812  -0.571
55 B 2.604 -0.690 -2.241  -0.606
56 H 0.527 6.198 -1.458  0.109
57 H -8.372 -4.364 2.167  0.126
58 H -6.861 -2.808 4.432  0.078
59 H 0.743 -1.915 1.895  0.079
60 H 7.701 0.023 -1.838  0.092
61 H -7.643 -2.765 2.174  0.125
62 H 1.638 -2.196 -3.101  0.112
63 H -3.294 -1.165 1.121  -0.047
64 H -2.614 -0.503 6.043  0.132
65 H -5.950 -4.182 5.064  0.092
66 H -6.947 -6.256 3.725  0.082
67 H 0.571 1.290 -0.996  0.070
68 H 1.056 4.643 -3.349  0.125
69 H -7.040 -5.019 0.201  0.102
70 H 2.853 1.312 -0.400  0.093
71 H 3.534 3.664 -6.634  0.115
72 H 7.740 1.070 -3.261  0.085
73 H 2.638 0.194 0.931  0.115
74 H -5.294 -6.211 3.135  0.085
75 H -5.053 -5.941 0.720  0.059
76 H 1.654 1.187 -2.611  0.117
77 H -3.703 -5.264 -0.166  0.089
78 H -2.536 -2.856 5.154  0.110
79 H 5.338 3.607 -4.666  0.126
80 H -2.611 -0.616 4.291  0.105
81 H -0.234 -0.657 7.103  0.070
82 H 3.772 1.215 -9.392  0.124
83 H -5.382 -3.500 -0.808  0.127
84 H 5.286 3.663 -6.917  0.116
85 H 3.638 2.232 -1.975  0.115
86 H 0.300 -0.320 -0.299  0.106
87 H -2.925 -3.112 0.002  0.114
88 H 2.348 -1.331 5.261  0.092
89 H -5.785 -2.237 0.344  0.129
90 H -1.901 1.932 5.582  0.099
91 H -0.482 1.077 7.066  0.082
92 H 5.364 1.865 -5.023  0.109
93 H 3.902 1.004 -6.783  0.096
94 H 2.032 0.216 -7.670  0.143
95 H 1.745 -3.038 2.822  0.093
96 H 2.110 3.726 -0.703  0.099
97 H -0.348 -3.668 4.220  0.129
98 H -1.192 -2.543 3.168  0.100
99 H 5.237 0.553 -0.252  0.085
100 H 5.271 2.329 -0.183  0.088
101 H -2.115 -0.071 2.893  0.086
102 H -0.661 1.962 2.462  0.095
103 H -7.662 -4.369 4.649  0.087
104 H -0.960 4.411 1.304  0.121
105 H 8.242 1.711 -1.699  0.087
106 H 5.329 1.467 -7.671  0.124
107 H -3.512 -5.673 1.540  0.092
108 H -0.922 -0.238 1.613  0.084
109 H 0.467 1.082 0.760  0.062
110 H -1.193 -2.513 6.220  0.104
111 H -2.585 -3.285 1.731  0.094
112 H -6.645 -6.300 2.000  0.070
113 H 5.327 -0.999 -3.205  0.116
114 H -1.830 1.585 3.850  0.027
115 H -1.425 4.966 -0.961  0.113
116 H 1.035 -2.046 6.201  0.061
117 H 1.400 3.041 -2.766  0.084
118 H 3.143 4.733 -4.406  0.125
119 H 6.745 1.417 0.071  0.087
120 H -0.487 3.637 -1.594  0.103
121 H -2.392 2.231 2.568  0.114
122 H 0.918 5.662 0.164  0.108
123 H 2.210 -1.337 2.693  0.086
124 H 3.007 0.060 -4.896  0.125
125 H 1.947 -3.041 5.085  0.088
126 H -7.809 -3.487 -0.128  0.114
127 H -2.564 2.828 0.296  0.120
128 H -0.414 2.249 4.673  0.109
129 H -3.842 0.509 1.028  0.095
130 H 3.957 4.321 -2.908  0.118
131 H 0.380 3.352 0.890  0.104
132 H 0.985 0.398 6.382  0.085
133 H 2.833 5.219 -1.313  0.108
134 H -2.643 -0.105 -0.115  0.090
135 H -1.248 1.768 -0.191  0.078
136 H 3.830 2.947 -9.144  0.131
137 H -3.539 -1.919 1.148  -0.033



(2)
The following is a quantum chemistry calculation of a cluster of 4 separate species, C41H82N5O8P in total at a distorted geometry, from the OMol25 dataset.

Lowest unoccupied orbital energy (eV): -1.2
F_max (Eh/bohr): 0.149
Molecular weight (g/mol): 804.11
HOMO level (eV): -8.05
SMILES: CCCOc1c([C@@H](C)CCC)c(CCCCCOCC)c2nccnc2c1CCP(=O)(OCC)OCC.COC[C@@H](C)N.COC[C@@H](C)N.COC[C@@H](C)N
Total charge: 0

Each line ends with the Löwdin charge.
Atoms and positions in Å:
1 P 2.454 -4.584 0.434  0.774
2 O 1.544 -5.114 1.842  -0.307
3 O 0.125 4.139 3.367  -0.234
4 O 3.323 7.410 1.177  -0.206
5 O 2.380 -5.600 -0.783  -0.369
6 O 4.139 -4.413 0.869  -0.295
7 O -7.716 0.811 -1.784  -0.215
8 O -1.630 -2.548 -0.141  -0.171
9 O 8.497 -4.901 2.853  -0.198
10 N -8.065 1.552 -4.550  0.035
11 N 0.015 2.262 -3.941  0.046
12 N 1.778 9.838 0.972  0.035
13 N 9.250 -7.674 3.107  0.032
14 N 2.003 -0.403 -3.627  0.028
15 C 0.076 -7.060 1.056  -0.108
16 C 9.085 -4.243 1.742  -0.109
17 C -8.086 1.825 -0.863  -0.106
18 C -3.706 -1.842 3.520  -0.139
19 C 5.147 -2.043 1.386  -0.098
20 C -3.572 -0.069 -0.345  -0.266
21 C -1.426 3.010 0.081  -0.192
22 C 2.264 9.144 -1.316  -0.076
23 C 7.569 -5.934 2.503  -0.200
24 C 8.227 -7.281 2.127  -0.429
25 C -1.661 1.095 -2.184  -0.028
26 C 3.899 8.582 0.590  -0.195
27 C -1.360 4.206 1.237  -0.159
28 C -3.941 -4.864 -2.046  -0.145
29 C -2.631 2.448 -2.345  -0.182
30 C 1.301 2.024 -4.682  -0.083
31 C 2.952 6.409 0.241  -0.112
32 C -2.136 -0.163 -1.195  0.022
33 C 1.319 -2.803 -1.695  -0.179
34 C -4.714 -1.137 -0.918  -0.095
35 C -3.331 -0.233 1.302  -0.188
36 C 4.317 -3.389 1.925  -0.281
37 C 0.701 -0.247 -2.891  -0.093
38 C 0.179 4.291 1.886  -0.189
39 C -4.112 -1.529 1.941  -0.266
40 C 2.292 0.740 -4.554  -0.074
41 C 1.725 -2.897 -0.086  -0.212
42 C 8.848 -7.293 0.732  -0.075
43 C -0.244 1.065 -3.069  -0.109
44 C 0.283 -1.507 -1.875  -0.004
45 C -1.815 -3.842 -0.804  -0.197
46 C -8.806 0.273 -2.541  -0.195
47 C -1.140 -1.498 -1.041  -0.067
48 C 0.501 5.409 4.029  -0.246
49 C -2.396 3.558 -1.161  -0.204
50 C 2.152 5.520 4.253  -0.102
51 C -2.648 -3.815 -2.210  -0.198
52 C -10.034 2.377 -3.369  -0.076
53 C 1.472 -6.591 1.843  -0.277
54 C -9.228 1.138 -3.751  -0.431
55 C 2.867 9.581 0.018  -0.430
56 H 0.798 3.384 1.460  0.127
57 H -3.691 -5.952 -2.397  0.078
58 H -8.050 2.801 -1.352  0.074
59 H -9.410 3.179 -2.963  0.064
60 H -2.197 -0.307 1.578  0.109
61 H 8.393 -4.150 0.900  0.088
62 H -0.125 -8.207 1.248  0.084
63 H -3.775 2.135 -2.295  0.101
64 H 6.881 -5.589 1.722  0.109
65 H -1.720 5.258 0.822  0.112
66 H -9.658 0.050 -1.888  0.118
67 H 1.354 -6.999 2.944  0.127
68 H -4.432 -4.799 -0.974  0.076
69 H -3.435 3.808 -0.677  0.108
70 H 1.774 9.993 -1.807  0.078
71 H 9.993 -4.768 1.437  0.073
72 H 5.896 -1.661 2.213  0.085
73 H -10.802 2.133 -2.628  0.078
74 H 9.380 -3.239 2.060  0.087
75 H 3.636 6.364 -0.611  0.092
76 H 0.123 -6.843 -0.103  0.071
77 H 2.634 4.638 3.628  0.085
78 H 1.650 2.892 -5.425  0.106
79 H 2.972 5.443 0.753  0.080
80 H 3.279 0.698 -5.209  0.108
81 H 0.041 5.454 5.121  0.125
82 H 8.175 -6.835 -0.001  0.080
83 H -7.584 0.717 -4.884  0.072
84 H -2.580 -1.557 3.667  0.076
85 H 1.411 8.927 1.266  0.067
86 H -7.348 1.836 -0.057  0.084
87 H -5.788 -0.906 -0.514  0.081
88 H 9.038 -8.323 0.409  0.077
89 H -1.968 -4.283 -3.043  0.116
90 H 9.885 -6.877 3.220  0.072
91 H -2.479 2.944 -3.409  0.107
92 H -3.753 0.720 1.882  0.121
93 H -0.346 2.735 -0.295  0.110
94 H 3.304 -3.078 2.424  0.116
95 H -10.542 2.787 -4.250  0.078
96 H -3.124 -2.788 -2.502  0.095
97 H -1.955 2.091 0.604  0.096
98 H 5.011 -3.851 2.773  0.125
99 H -4.435 -2.259 -0.736  0.058
100 H 0.150 6.360 3.424  0.120
101 H 2.179 10.220 1.829  0.072
102 H 9.806 -6.767 0.691  0.064
103 H 2.547 6.565 3.893  0.069
104 H -3.819 -2.521 1.346  0.096
105 H 0.859 -2.589 0.638  0.102
106 H -0.803 -4.461 -0.940  0.118
107 H 3.039 8.772 -1.994  0.078
108 H -4.739 -0.946 -2.097  0.099
109 H -4.762 -4.447 -2.798  0.080
110 H 3.394 10.526 -0.162  0.135
111 H -0.800 -6.393 1.484  0.080
112 H -4.084 1.003 -0.457  0.123
113 H 2.359 -2.625 -2.255  0.120
114 H 1.928 6.578 -0.097  0.068
115 H 6.961 -6.097 3.400  0.119
116 H -7.390 1.976 -3.905  0.070
117 H -8.450 -0.689 -2.924  0.120
118 H 8.809 -7.759 4.024  0.071
119 H -1.948 4.572 -1.583  0.118
120 H 0.607 5.337 1.551  0.107
121 H 2.576 -2.072 0.060  0.099
122 H 2.439 -7.066 1.380  0.121
123 H -4.444 -1.329 4.271  0.073
124 H 4.655 8.310 -0.157  0.118
125 H -9.073 1.649 -0.427  0.091
126 H 5.771 -2.350 0.445  0.087
127 H -2.090 3.935 2.117  0.115
128 H -9.874 0.517 -4.385  0.135
129 H -5.289 -1.352 1.858  0.116
130 H -3.836 -3.012 3.669  0.078
131 H 2.428 5.335 5.398  0.081
132 H 0.893 -3.801 -2.133  0.101
133 H 7.437 -8.043 2.134  0.135
134 H -2.459 -4.507 -0.049  0.129
135 H 1.506 8.364 -1.202  0.064
136 H 4.436 9.083 1.403  0.120
137 H 4.368 -1.187 1.179  0.069



(3)
The following is a quantum chemistry calculation of a cluster of 7 separate species, C41H86ClN2O9 in total at a distorted geometry, from the OMol25 dataset.

Lowest unoccupied orbital energy (eV): 1.7
F_max (Eh/bohr): 0.117
Molecular weight (g/mol): 786.60
HOMO level (eV): -4.27
Total charge: -1

Each line ends with the Löwdin charge.
Atoms and positions in Å:
1 Cl -2.841 -0.414 -1.809  0.605
2 O 1.111 4.010 5.655  -0.060
3 O 1.365 1.574 2.287  -0.073
4 O 1.342 -0.549 -4.616  -0.164
5 O -0.935 -0.526 -4.444  -0.136
6 O -1.726 -3.530 0.705  -0.071
7 O 4.115 6.772 7.415  -0.087
8 O 5.358 -1.396 -4.282  -0.059
9 O 3.034 1.941 -4.429  -0.054
10 O -5.253 3.217 0.856  -0.066
11 N 0.397 0.450 -1.436  -0.155
12 N -6.324 -3.441 -4.883  -0.154
13 C 2.161 -1.455 -1.741  -0.150
14 C 2.303 1.721 3.351  -0.495
15 C 1.863 5.032 6.308  -0.496
16 C 1.080 2.296 -2.993  -0.094
17 C -1.165 -4.736 -3.948  -0.196
18 C -2.854 -5.355 1.793  -0.064
19 C 2.069 6.197 5.352  -0.061
20 C -2.427 -3.898 1.887  -0.494
21 C -0.908 -5.712 -2.696  -0.212
22 C 3.388 2.701 2.935  -0.063
23 C 5.055 6.918 8.479  -0.487
24 C 6.903 -1.612 -6.111  -0.072
25 C -8.181 -4.204 -3.440  -0.104
26 C -4.204 -2.113 -4.806  -0.172
27 C -6.090 -4.809 -4.491  -0.100
28 C -5.227 4.682 2.764  -0.069
29 C 0.128 0.974 -2.799  -0.235
30 C -2.600 -3.976 -3.809  -0.213
31 C 2.620 1.948 -3.221  -0.200
32 C 5.179 -3.376 -5.634  -0.064
33 C -2.969 -3.101 -5.107  -0.204
34 C -2.975 0.620 0.767  -0.149
35 C 6.115 -2.339 -5.032  -0.505
36 C -7.183 -5.403 -3.572  -0.083
37 C 5.638 5.557 8.828  -0.060
38 C 1.735 -5.380 -2.222  -0.206
39 C 6.141 7.896 8.063  -0.063
40 C -4.289 5.399 0.547  -0.064
41 C 2.590 -4.134 -1.588  -0.197
42 C -7.601 -3.033 -4.294  -0.084
43 C -0.635 0.926 -0.463  -0.205
44 C 2.238 -2.851 -2.541  -0.192
45 C -3.623 -2.981 2.062  -0.060
46 C 1.132 5.472 7.566  -0.060
47 C -4.498 4.237 1.506  -0.503
48 C -5.499 -2.518 -5.724  -0.139
49 C 0.233 -5.209 -1.690  -0.228
50 C 0.635 -1.013 -1.348  -0.183
51 C -1.897 -0.041 -0.272  -0.640
52 C 0.200 -0.062 -4.013  -0.509
53 C 2.888 0.362 3.700  -0.062
54 H 4.611 -3.882 -4.849  0.068
55 H 1.716 -5.204 -3.362  0.109
56 H -4.664 5.454 3.295  0.077
57 H -0.988 2.012 -0.649  0.136
58 H -3.562 1.485 0.291  0.061
59 H -5.123 -2.981 -6.695  0.119
60 H -0.948 1.407 -2.797  0.118
61 H 0.959 2.878 -1.995  0.103
62 H -6.219 5.078 2.521  0.078
63 H 2.657 6.990 5.817  0.060
64 H 2.831 4.601 6.577  0.129
65 H 0.252 4.381 5.413  0.094
66 H 3.399 -0.077 2.837  0.081
67 H -0.386 -3.912 -4.088  0.102
68 H 1.240 -3.037 -3.063  0.081
69 H -7.242 -6.432 -3.098  0.071
70 H 3.715 -4.380 -1.581  0.098
71 H -1.983 -6.002 1.654  0.077
72 H -6.111 3.589 0.613  0.090
73 H 4.511 7.316 9.340  0.141
74 H 0.558 -1.283 -0.219  0.121
75 H 0.123 -5.842 -0.723  0.109
76 H 4.116 2.849 3.738  0.075
77 H -3.296 -1.940 2.115  0.056
78 H -1.738 -3.772 2.728  0.140
79 H 3.917 2.344 2.045  0.082
80 H -3.383 -5.671 2.696  0.076
81 H 3.600 0.439 4.526  0.076
82 H 4.587 6.419 6.648  0.094
83 H 2.585 5.863 4.446  0.077
84 H -2.327 -3.637 -0.045  0.085
85 H 1.836 1.222 1.518  0.082
86 H -2.654 -3.390 -2.828  0.090
87 H 6.149 5.118 7.964  0.084
88 H -4.178 -3.222 2.973  0.080
89 H 6.669 7.539 7.173  0.083
90 H 1.693 6.244 8.098  0.068
91 H -0.727 -6.769 -3.108  0.106
92 H 4.741 -0.958 -4.887  0.096
93 H 7.510 -2.309 -6.695  0.073
94 H -3.915 -1.013 -4.967  0.109
95 H 2.095 -0.335 3.986  0.079
96 H 4.845 4.861 9.114  0.080
97 H 3.385 1.683 -2.415  0.118
98 H -4.303 -3.057 1.208  0.091
99 H -1.893 -5.733 -2.087  0.098
100 H -1.627 -1.073 0.207  0.085
101 H -8.110 -2.018 -4.423  0.099
102 H -5.248 5.820 0.228  0.079
103 H 6.869 8.043 8.865  0.080
104 H -3.508 -5.515 0.930  0.083
105 H -0.101 0.967 0.577  0.113
106 H -9.144 -4.201 -2.824  0.067
107 H -3.380 -4.822 -3.748  0.082
108 H 2.755 -1.610 -0.756  0.100
109 H 4.448 -2.903 -6.298  0.090
110 H -5.381 3.835 3.438  0.079
111 H -1.164 -5.352 -4.926  0.111
112 H -3.287 -3.838 -5.934  0.097
113 H -6.076 -1.533 -5.875  0.121
114 H 1.759 2.120 4.211  0.117
115 H 2.710 -0.658 -2.343  0.082
116 H 2.283 -3.896 -0.513  0.098
117 H -3.531 3.804 1.775  0.136
118 H -2.027 -2.553 -5.486  0.108
119 H 0.623 2.975 -3.798  0.121
120 H 5.706 8.866 7.804  0.080
121 H -0.160 -1.678 -1.853  0.112
122 H 0.139 5.865 7.323  0.081
123 H 6.232 -1.078 -6.791  0.083
124 H 6.351 5.633 9.653  0.080
125 H 1.109 6.614 5.033  0.085
126 H -3.698 6.193 1.011  0.078
127 H 7.563 -0.862 -5.665  0.075
128 H -3.775 5.062 -0.357  0.083
129 H 6.807 -2.827 -4.338  0.134
130 H -3.771 -0.186 1.010  0.060
131 H 5.734 -4.126 -6.204  0.074
132 H 0.980 4.623 8.239  0.080
133 H -4.465 -2.231 -3.683  0.096
134 H 3.055 -2.775 -3.338  0.092
135 H -5.193 -5.427 -4.816  0.100
136 H 0.013 -4.124 -1.364  0.101
137 H -2.450 0.897 1.744  0.082
138 H 2.952 3.670 2.676  0.073
139 H 2.234 -6.369 -1.943  0.099



> molecular weight of number 3 (C41H86ClN2O9)?

786.60 g/mol



> Which value of molecular weight does entry 3 give?

786.60 g/mol



> What is the molecular weight in the first record?

780.75 g/mol